No. 1
Density functional theory data (ωB97M-V/def2-TZVPD) for a molecular structure, C32H40B3O39V in a non-equilibrium geometry.

Computed properties:
Maximum force, eV/A: 5.6
HOMO (spin up / spin down), eV: -6.839 / -7.527
Net charge: -1
Multiplicity: 4

Element x y z (Å)
O 2.6520 -2.6417 -3.1260
O 0.1980 2.0507 -0.5739
H 5.6396 2.3839 2.6776
H 2.9566 -4.0114 -0.4182
O -0.6656 -0.8294 -8.6800
C -3.9108 -1.5205 -0.7302
C 0.1198 3.2913 -0.8632
C -3.3114 0.6405 2.8181
V 0.5171 0.0591 0.2765
O -1.1991 -2.7700 -2.1872
H 0.9524 5.9595 -0.8849
C -1.1672 3.0200 -2.8560
C -1.5933 3.0746 6.8239
C 2.7757 -0.7987 5.0869
O -7.7204 1.6785 -3.3303
H -0.7948 5.7559 -0.4452
H -1.9814 -4.6337 -2.4171
H -3.8957 -3.1203 3.0947
O -3.5866 -2.3368 0.1261
H 0.9469 -1.3576 4.1506
C 1.2205 -0.6020 -3.2531
C 1.4010 3.1390 3.5727
O -2.9076 -0.6685 3.1509
C -3.0545 -0.2802 -1.0804
O 1.7909 0.3523 -6.3886
H -2.4761 -2.2636 4.8946
O 1.8437 -1.8709 -5.1121
C 4.7170 0.4641 -1.9999
H 0.9883 -4.8631 0.4294
H -2.6253 1.4092 2.4625
O -0.6612 -4.3124 -0.7084
H 6.1387 2.3363 0.9077
H -1.3507 3.4633 -3.8347
H 5.3404 2.0999 -3.3032
C 0.0510 -0.5230 -7.6829
C -3.1828 -3.8075 3.5503
O 0.5744 -0.1008 -4.3158
C -6.2176 -0.0726 -4.2684
H -0.3257 -4.0599 1.3143
O -1.9483 2.9495 8.0034
O 2.6340 -2.5873 3.3638
O -3.2861 4.6319 6.0149
O 0.8977 1.2127 2.1490
O 3.3351 -3.1440 1.3803
O 1.6235 1.1639 -8.5790
O -0.4137 3.7888 -1.9773
C -6.7814 0.8960 -3.1341
O -0.5121 1.9171 3.7744
O -0.5574 2.4945 6.2012
O -1.0278 -0.5921 1.6887
O -5.2886 -0.8272 -3.6742
H -2.9377 -3.3958 -3.2094
C 2.6070 -2.2400 2.0800
C 5.6637 1.8226 1.7435
H -4.0839 0.6201 2.0494
H -1.4089 -3.6730 4.7731
C 0.5437 1.9893 3.0263
C 0.6526 6.4143 1.0279
H 4.3856 -2.8166 -0.3324
H -0.2238 -4.5228 -4.0733
H 3.4825 -1.2383 5.7907
O 0.0383 -2.1645 -0.3196
B -4.9973 -0.3598 -2.2896
H 4.0205 1.0877 -3.9343
C -0.0937 -4.7604 0.5121
C -0.5400 -3.0380 -0.9914
O -5.0759 -1.4330 -1.3680
C -2.0488 -2.9949 4.2086
O 0.5318 4.2306 0.0323
H 3.9363 -0.2947 -1.9456
O -1.9089 0.0167 -0.6331
O 2.6695 0.9480 -0.0085
C 3.3765 -3.0871 -0.0214
C 3.8901 1.1623 0.1859
O 1.9971 -1.2996 1.5920
H -2.8435 -4.4381 2.7286
C -1.1690 -4.0460 -4.3330
O 2.5228 3.4869 3.1005
C 4.4485 1.5332 -3.0363
H -1.6934 -4.6845 -5.0439
H -0.5331 -5.7144 0.8033
O -6.8378 -0.2967 -5.3288
O 1.1016 -0.1343 -2.0896
C 1.8800 -1.8654 4.3949
H 5.6517 -0.0029 -2.3100
O 4.3248 1.4930 1.4305
O -6.1148 0.6115 -1.9990
H 3.7378 2.2617 -2.6459
H 3.2840 -0.2364 4.3037
H 0.8679 7.4545 0.7835
H -3.7400 1.1308 3.6922
O 0.7516 3.7257 4.5220
H 1.6185 -2.6113 5.1454
H -0.1223 6.2819 1.7831
C -2.3289 3.9340 5.7609
H -0.9167 -3.0844 -4.7800
O -3.6850 0.2723 -2.1213
B -0.4887 2.9544 4.7859
H -0.7412 2.0569 -3.1373
H -3.7070 -4.4349 4.2713
C 0.2404 5.5963 -0.1437
H 6.2100 0.9020 1.9484
H 2.8266 -2.2148 -0.3746
O -1.6533 3.8549 4.6591
H -2.1135 2.8731 -2.3353
H 1.5994 6.0949 1.4634
C 1.2405 0.4461 -7.6367
O -0.1267 -1.0404 -6.4842
C 2.0220 -1.8131 -3.7944
C -1.9174 -3.7363 -3.0325
H 2.1299 -0.1049 5.6251
O -1.3411 -2.3009 3.1273
B 1.0533 -0.6839 -5.5905
C -1.7245 -1.1549 2.5820
O 4.9387 1.0241 -0.6773



No. 2
Density functional theory data (ωB97M-V/def2-TZVPD) for a molecular structure, C32H40BiBrN2O2S4SbSi in a non-equilibrium geometry.

Computed properties:
Maximum force, eV/A: 2.0
HOMO, eV: -3.310
Net charge: -1

Element x y z (Å)
C -0.7047 2.5586 -3.8134
C -0.1864 -4.2494 -1.5916
C -2.7867 -1.9709 0.5735
C 3.5162 1.4879 3.3679
Bi -0.1021 0.8737 -0.3861
H -1.6655 4.2276 1.2195
C -1.2315 -0.3933 -3.6822
C -1.8181 6.1730 -1.5507
H -3.1343 3.1479 2.4330
H 2.3841 -2.7303 -0.2276
C -1.5095 -5.9560 -0.5706
C 0.9335 -3.0198 -3.8365
C -3.3222 -2.5126 1.7125
Sb 5.1062 1.3136 -0.6526
S 5.1975 1.4930 -2.9560
C 0.0650 4.7095 -1.4649
O -0.9258 -1.4314 -0.7336
H 1.4259 -3.1650 1.8470
H 0.9844 4.3066 -1.8638
H 3.3833 1.6062 2.2967
C 2.4676 0.5211 3.9223
C -0.5788 -2.8053 1.1942
O -0.5902 -4.9022 -0.4593
C -1.4156 4.6586 0.2607
C 2.8022 -0.8912 3.4365
H -4.3811 -2.4173 1.9124
C -0.6509 5.6972 -2.1275
Br -3.7742 6.2443 0.5519
H -3.4090 -1.4410 -0.1360
H -1.1071 -6.7765 -1.1785
C -1.2201 0.4135 2.9426
H -1.0868 2.3369 -4.8045
S 2.2382 1.9458 -0.1425
C 0.6632 2.2846 3.6522
H 3.4459 2.4688 3.8284
H -1.5172 -5.1734 -2.9944
N -0.3232 4.1955 -0.3110
H 2.5398 0.5337 5.0215
H 2.2081 -1.6488 3.9456
C 1.4222 -2.7378 -2.5768
N 1.4237 -3.0564 -0.2021
H 2.6366 -0.9592 2.3624
H -2.1967 0.0433 -3.9239
S 6.0787 3.3259 -0.0224
H -0.8439 -0.8503 -4.5846
H 2.2340 -2.0418 -2.4428
H -2.9247 -3.5466 3.5619
C 1.7187 0.6934 -3.7147
Si -0.0328 0.9360 -3.0041
C -1.6087 1.7415 3.0340
C 0.0808 0.0270 3.2103
H 2.3694 0.1818 -3.0111
C -0.6399 2.6700 3.3914
S 2.1636 -0.1381 -0.1312
H 0.3194 -1.0202 3.1341
C -1.1629 -3.2845 2.3900
H -1.5076 3.0260 -3.2471
H -1.3885 -1.1793 -2.9516
H -3.5993 2.0670 3.7389
H 0.0835 3.2933 -3.9327
H 4.5169 1.1008 3.5524
H 1.3784 3.0452 3.9300
H -1.9452 -0.3408 2.6756
H 1.3966 -2.5830 -4.7064
H -2.4179 6.9334 -2.0288
H -0.3189 6.0887 -3.0758
H 1.7190 0.1126 -4.6328
C -2.1920 5.6449 -0.3241
C -3.0417 2.1285 2.8024
H -3.5087 1.4534 2.0871
C -1.4075 -2.0611 0.2740
C 1.0550 0.9508 3.5703
C -0.6942 -4.4891 -2.8586
C -0.1450 -3.8734 -3.9722
C 0.7910 -2.9999 0.9829
H 3.8518 -1.1013 3.6358
H -2.4668 -5.6318 -0.9916
H -0.9090 3.7133 3.4909
H 2.2020 1.6432 -3.9321
H -1.6737 -6.2957 0.4513
C 0.8567 -3.3096 -1.4426
H -0.5237 -3.7957 3.0982
C -2.5009 -3.1571 2.6454
H -0.5674 -4.0806 -4.9441